{"formula": "C39H33AsBrF6N5O5SSeW", "method": "wB97M-V/def2-TZVPD", "species": ["C", "C", "C", "H", "O", "H", "C", "C", "H", "C", "H", "H", "C", "N", "C", "H", "C", "C", "As", "C", "C", "C", "C", "H", "C", "F", "F", "H", "C", "C", "O", "H", "C", "H", "H", "H", "C", "C", "H", "H", "C", "H", "C", "H", "H", "H", "C", "C", "F", "O", "H", "C", "C", "C", "C", "H", "H", "N", "H", "H", "C", "H", "H", "C", "H", "C", "F", "H", "Se", "N", "O", "C", "N", "C", "C", "F", "F", "H", "H", "H", "C", "C", "N", "H", "Br", "C", "C", "C", "W", "S", "O", "H", "H"], "coordinates": [[2.497956, 0.609722, -2.086532], [-2.596983, -2.512063, -2.234974], [1.343471, 0.295109, -2.848992], [1.744026, -3.413351, 0.994251], [3.803979, -3.178855, 4.998564], [-3.778463, 1.007819, 0.332526], [2.842374, -1.338185, 3.936098], [-2.417366, 5.868918, 1.705756], [5.459912, 2.255109, -2.192660], [4.714006, 1.108631, -0.557978], [-4.218659, -2.394041, -3.633817], [0.538182, 0.275074, -4.822690], [0.376751, -6.359279, -1.567557], [-3.575610, 2.117577, 2.102421], [-2.405498, -3.911035, -0.263767], [-2.774205, -4.695842, 0.382884], [3.433491, 1.802751, -3.981007], [1.230231, -7.137500, -0.798808], [-2.452995, 3.167903, -1.391524], [-0.230877, 6.088004, 2.710653], [-3.838829, 0.850059, 1.404193], [-3.263624, -1.970374, -3.349761], [-1.341227, 6.647095, 2.075263], [-3.272150, 6.306802, 1.208153], [3.535977, 1.376586, -2.633939], [-1.767593, 4.695130, -1.008556], [-1.525549, 2.455205, -0.125489], [-0.683706, -3.553120, 0.952702], [2.369028, 1.405544, -4.732983], [0.624867, -5.004097, -1.737492], [-0.595210, -0.960196, 1.612631], [1.034735, -8.194173, -0.672255], [2.088754, -2.825374, 1.823878], [-1.263679, 2.849283, 2.775445], [3.476278, -4.753034, 0.073698], [-3.365856, -0.386327, -4.808955], [-1.287706, 3.915501, 2.601681], [2.707226, -3.464800, 2.870798], [3.037912, -7.173237, 0.357447], [-3.940207, 2.156619, 3.049129], [3.647954, 0.318181, -0.099949], [-1.269894, 0.657875, -4.107697], [-1.579873, -0.280804, -3.677135], [-0.019555, -4.413258, -2.373785], [1.744146, 6.373211, 3.523865], [-2.653121, -0.163770, 2.930783], [-1.624020, -0.379599, 1.107453], [2.596474, -5.204989, -0.368892], [-3.545277, 3.930577, -2.451570], [-1.509926, -0.021532, -0.079739], [3.954202, -4.128227, 4.910704], [-1.242325, -3.292198, 0.066131], [-0.816266, -0.869245, -2.617278], [1.721547, -4.416064, -1.116704], [-1.363663, -1.935833, -1.862782], [2.315643, 1.679688, -5.777733], [3.684845, -0.146902, 0.873629], [0.382272, -0.437613, -2.149009], [2.840921, -4.538225, 2.832642], [-4.857302, 0.535452, 1.636164], [2.173443, -0.802373, 2.854454], [0.636552, 4.277560, 3.457697], [-1.358274, 7.709160, 1.864627], [-2.894316, -0.247730, 1.869955], [4.222562, 2.408804, -4.406199], [-0.222367, 4.722025, 2.969714], [-1.281883, 2.797027, -2.577550], [3.111720, -0.714543, 4.774274], [2.184838, -2.577020, -1.346870], [-0.688649, -2.300570, -0.732586], [-4.947591, 4.211016, 1.994437], [1.327611, 0.628598, -4.179804], [2.581258, 0.088661, -0.828468], [-3.115209, -3.548779, -1.430783], [0.929914, 6.959073, 3.101142], [-3.266233, 1.670812, -1.636423], [0.715414, 1.082507, 0.373105], [1.310122, 7.503252, 2.235957], [5.564306, 1.272832, 0.087594], [0.623090, 7.699202, 3.841747], [3.140616, -2.696584, 3.943688], [2.349726, -6.562677, -0.213626], [1.851752, -1.504065, 1.754756], [-3.396370, -1.213683, 1.744039], [1.745915, 1.021719, 3.032209], [-2.771658, -0.842801, -4.029719], [4.653491, 1.640456, -1.812004], [-2.375233, 4.503849, 1.978351], [0.622258, -0.735704, -0.129622], [-3.769087, 3.590976, 1.485302], [-3.802389, 3.503737, -0.008515], [-0.480243, -6.810422, -2.051385], [-4.045033, -4.030596, -1.697026]], "forces_ev_per_a": [[0.05, 0.05, 0.03], [-0.01, -0.18, 0.07], [-0.26, 0.02, 0.17], [0.01, 0.00, -0.05], [-0.02, -0.02, -0.03], [0.11, -0.01, -0.05], [-0.04, -0.06, -0.03], [0.06, 0.00, 0.09], [0.00, -0.03, -0.02], [-0.08, -0.12, 0.13], [0.00, 0.01, -0.01], [0.01, 0.07, -0.03], [0.00, 0.04, -0.04], [0.17, -0.19, 0.11], [-0.10, -0.03, -0.09], [0.00, -0.01, -0.02], [0.07, 0.02, 0.10], [0.01, -0.01, 0.00], [0.20, 0.13, 0.05], [0.05, 0.02, 0.03], [-0.32, -0.03, 0.08], [0.00, 0.04, -0.06], [-0.02, 0.03, -0.03], [-0.01, -0.01, 0.01], [0.10, 0.03, -0.03], [0.04, -0.01, -0.01], [-0.01, 0.35, 0.03], [0.00, 0.01, 0.01], [-0.15, -0.11, -0.02], [0.06, -0.09, -0.04], [-0.19, 0.42, 0.02], [0.00, 0.00, -0.01], [-0.07, -0.19, 0.13], [0.00, 0.00, -0.01], [0.00, -0.01, 0.00], [-0.03, -0.01, 0.02], [0.03, 0.07, -0.09], [-0.05, 0.05, -0.09], [0.00, 0.00, 0.00], [0.05, -0.15, 0.02], [0.23, -0.01, 0.00], [0.00, -0.02, 0.01], [0.12, -0.05, -0.08], [-0.05, 0.05, 0.03], [0.00, 0.00, 0.00], [-0.05, 0.00, 0.01], [0.18, 0.02, -0.17], [-0.13, -0.13, -0.03], [-0.05, -0.01, -0.08], [0.03, 0.13, -0.07], [0.00, 0.01, 0.01], [0.05, 0.05, -0.01], [0.01, -0.24, -0.15], [-0.15, -0.06, 0.06], [-0.12, 0.14, -0.14], [-0.03, -0.01, 0.01], [0.01, 0.04, 0.00], [-0.50, 0.77, -0.19], [0.01, 0.01, -0.01], [-0.03, 0.06, -0.08], [0.22, 0.03, 0.22], [0.00, 0.02, 0.01], [0.01, -0.01, 0.00], [-0.04, -0.13, 0.17], [0.01, -0.02, 0.00], [0.01, -0.03, -0.02], [0.11, 0.02, -0.15], [0.01, -0.02, 0.01], [0.60, 0.10, -0.10], [0.16, 0.25, 0.02], [0.05, 0.00, 0.07], [0.10, 0.05, -0.20], [-0.54, 0.21, -0.16], [0.07, 0.00, 0.06], [-0.03, -0.01, 0.00], [-0.10, -0.12, -0.06], [-0.13, 0.63, 0.44], [0.00, 0.00, 0.00], [-0.01, 0.00, 0.01], [0.00, 0.00, 0.00], [0.03, 0.09, 0.09], [0.03, 0.02, 0.01], [-0.21, 0.33, -0.16], [0.03, 0.00, 0.02], [0.05, 0.02, -0.07], [0.00, -0.08, 0.03], [-0.03, 0.07, -0.13], [0.10, 0.00, 0.03], [0.85, -2.50, 0.42], [-0.38, 0.61, -0.58], [-0.14, -0.31, 0.47], [0.00, 0.01, 0.01], [0.00, 0.00, 0.02]], "total_charge": 1, "gap_ev": [5.0, 5.5], "homo_ev": [-8.118, -10.401], "spin_multiplicity": 4, "relative_energy_kj_mol": 208.3}


{"formula": "C39H33AsCl3F10N6O9SSi2TeTi", "method": "wB97M-V/def2-TZVPD", "species": ["C", "H", "O", "H", "C", "H", "H", "C", "C", "C", "N", "C", "F", "H", "F", "C", "N", "H", "C", "C", "C", "Cl", "N", "C", "H", "S", "O", "C", "H", "C", "C", "F", "Si", "F", "C", "C", "H", "C", "H", "H", "Cl", "N", "H", "O", "H", "O", "C", "O", "H", "C", "C", "H", "H", "C", "N", "H", "H", "O", "C", "N", "H", "H", "H", "C", "C", "Te", "H", "Cl", "C", "H", "As", "C", "C", "F", "F", "C", "H", "F", "Ti", "C", "H", "C", "H", "C", "O", "F", "O", "F", "C", "C", "F", "C", "H", "H", "H", "O", "C", "C", "C", "C", "H", "Si", "H", "H", "H", "C"], "coordinates": [[2.095737, -1.563185, 2.026778], [-3.333144, -6.821631, 0.121781], [5.214415, -0.604499, 3.342544], [-3.131472, -6.433380, 1.831997], [4.335699, 4.690109, -2.191050], [-6.068450, -2.591128, 0.132537], [-4.355864, -3.696711, -1.090393], [0.318935, 1.982013, -2.396406], [2.943985, -0.583771, 2.467347], [2.656775, -2.901167, 2.089845], [5.116058, 4.573063, 2.962650], [3.300007, 2.551515, -0.887776], [4.347205, 5.900056, -0.192224], [-6.102303, 0.170484, -1.518597], [-0.444686, -2.148959, 4.042118], [-0.073131, 4.098938, -0.757482], [1.146995, 2.640745, 2.111998], [4.252363, -1.992249, -1.782345], [-6.151869, 0.715409, -0.573127], [-3.479187, -6.040387, 0.872858], [3.316249, -1.764834, -2.280620], [-3.696119, 3.840397, 3.715002], [3.395779, 1.591251, -5.885027], [-0.725818, -4.875573, 0.275456], [-3.527586, -1.211963, -0.501772], [-0.416898, -0.725153, -1.208845], [-0.717802, -1.815824, -0.286421], [-2.130778, 2.381285, 2.033572], [-4.552866, -5.849780, 0.953992], [4.551048, -1.755698, -4.476213], [3.288542, -1.637216, -3.669043], [3.283023, 1.318412, -2.850794], [-5.424122, -0.282384, 0.830668], [1.541728, -1.208356, 5.093294], [4.301705, 4.187263, 2.242143], [4.238132, -1.142172, 2.901130], [0.370359, 5.369075, -2.423698], [4.082728, 4.749704, -0.834903], [-0.227883, 4.912664, -0.057581], [-5.195895, 1.654455, 2.343607], [-1.306614, 4.906693, 2.477528], [5.686672, 5.193310, -5.734864], [2.228440, -1.595592, -0.445329], [-3.030668, 2.479479, 1.237225], [-3.979712, -3.362527, 2.039109], [4.887789, -3.501967, 2.882832], [-6.304187, -1.935705, 0.974423], [0.911954, -1.117096, 1.656670], [-0.532506, -5.438179, -0.642321], [3.567083, 2.480632, -2.234156], [5.060479, 4.446913, -5.108603], [4.398668, -1.377748, -5.486310], [-5.583236, 1.641477, -0.687237], [-3.275534, -3.835176, -1.184687], [-0.202258, 2.871147, -0.254896], [-0.100425, -3.982233, 0.258906], [-3.174312, 0.401157, 0.134241], [-1.460227, -0.405770, -2.153514], [-2.900909, -3.327605, 1.871051], [-0.033279, 0.585949, -0.333861], [-0.399620, -5.488405, 1.118747], [0.733205, 3.384732, -3.942902], [4.895778, -2.791393, -4.525520], [3.306982, 3.710659, 1.347976], [0.009615, 1.826949, -1.037971], [-2.355431, -1.294832, 1.882286], [-2.410551, -3.714527, 2.768708], [-1.113778, 2.903362, 4.556867], [3.549108, 3.685044, -0.119789], [2.047124, -1.220628, -5.360837], [-0.137401, -0.869543, 5.182456], [0.446313, 3.255915, -2.906102], [0.928580, -1.142816, -3.537767], [-0.385969, -1.926102, 6.507887], [2.716902, 1.472690, -0.326214], [-3.619992, -0.568395, 0.373119], [0.510431, 1.140781, -3.033170], [4.806010, 5.807076, -2.777789], [0.531141, 0.755385, 1.792294], [3.805123, 2.428168, -5.193919], [-7.388094, -1.797596, 0.997999], [2.077122, -1.349437, -4.286088], [-5.044006, 0.148263, 3.250739], [2.184197, -1.543219, -1.520893], [2.189482, -3.971635, 1.779373], [-1.815423, -0.465875, 5.095508], [2.467314, 0.613358, 2.467933], [0.146855, 0.481713, 6.195889], [-5.589643, 0.641147, 2.440549], [4.307966, 3.482737, -4.397261], [0.085481, 0.272976, 3.754817], [0.251538, 4.353439, -2.072379], [-6.023709, -2.452364, 1.895899], [-0.007495, -0.878607, -4.011199], [-6.640260, 0.701969, 2.737535], [-1.242995, 1.447282, 2.063352], [4.068649, -2.659694, 2.660472], [-2.039679, 3.450338, 3.175277], [0.994629, -1.212742, -2.154385], [2.176350, 3.144290, 1.814662], [-2.819515, -2.893831, -1.491572], [-2.530565, -4.481030, 0.402348], [5.343462, -1.161570, -4.018830], [-7.195817, 0.975476, -0.380535], [-3.105297, -4.557965, -1.987834], [4.087057, 3.550512, -2.972971]], "forces_ev_per_a": [[-0.04, -0.14, 0.11], [0.00, 0.01, 0.01], [0.19, 0.10, 0.08], [-0.01, 0.00, -0.02], [-0.01, 0.02, 0.03], [-0.01, 0.01, 0.01], [0.02, 0.02, 0.00], [-0.02, -0.02, 0.13], [-0.10, 0.03, 0.06], [-0.05, 0.19, 0.00], [-0.06, 0.05, -0.06], [-0.18, 0.21, -0.04], [-0.01, 0.01, -0.02], [0.00, 0.01, 0.01], [0.03, 0.00, -0.02], [0.01, -0.01, 0.06], [0.06, 0.17, -0.06], [-0.01, 0.01, -0.01], [0.00, 0.01, 0.01], [0.02, -0.01, 0.00], [0.05, -0.01, -0.02], [0.04, 0.01, -0.02], [0.03, 0.04, 0.04], [0.12, 0.01, -0.01], [0.04, 0.00, 0.06], [-0.21, -0.10, 0.11], [-0.03, 0.31, -0.15], [0.03, -0.06, -0.13], [0.02, 0.00, -0.01], [-0.01, 0.04, 0.02], [-0.02, 0.00, 0.01], [0.02, -0.02, 0.00], [-0.04, 0.03, -0.07], [-0.01, 0.01, 0.02], [-0.01, -0.12, 0.13], [-0.20, -0.09, -0.09], [0.00, -0.01, -0.02], [0.02, 0.02, -0.02], [0.00, -0.03, -0.01], [0.01, -0.01, 0.01], [-0.01, 0.03, 0.03], [-0.05, -0.03, 0.02], [0.00, 0.00, 0.12], [-0.08, -0.05, -0.03], [-0.03, 0.06, 0.04], [0.12, -0.10, 0.03], [0.01, -0.05, 0.01], [-0.32, 0.18, -0.11], [0.00, -0.01, 0.01], [-0.02, 0.02, -0.01], [0.05, 0.00, 0.01], [0.01, -0.02, 0.01], [-0.02, -0.01, -0.01], [0.04, 0.05, -0.03], [-0.05, 0.08, -0.02], [-0.05, -0.08, 0.01], [0.00, 0.02, -0.03], [0.03, 0.03, 0.01], [0.02, 0.03, -0.05], [0.28, -0.11, 0.19], [0.01, 0.01, 0.00], [0.00, 0.01, 0.00], [-0.01, 0.00, -0.01], [0.04, 0.04, -0.35], [-0.09, -0.02, -0.01], [-0.14, -0.21, -0.11], [0.00, -0.05, -0.03], [-0.01, 0.07, 0.04], [-0.04, -0.12, 0.23], [-0.01, 0.01, 0.01], [-0.02, -0.07, 0.00], [-0.02, 0.09, 0.06], [0.01, -0.05, 0.01], [0.01, -0.04, 0.05], [0.29, -0.15, 0.16], [0.00, 0.01, 0.05], [0.03, -0.07, -0.06], [0.00, -0.02, 0.02], [0.83, 0.24, -0.32], [-0.04, -0.03, 0.00], [0.01, 0.02, 0.00], [0.00, 0.01, -0.02], [-0.02, 0.02, 0.01], [-0.03, 0.01, -0.04], [-0.04, -0.09, -0.02], [-0.10, 0.02, 0.00], [0.00, -0.06, -0.22], [0.04, 0.06, 0.03], [0.03, 0.01, 0.04], [0.01, 0.00, -0.07], [0.13, -0.27, 0.23], [0.04, -0.07, -0.09], [-0.01, -0.01, -0.01], [0.01, 0.00, -0.01], [0.01, 0.01, 0.00], [-0.56, -0.08, 0.16], [-0.10, 0.06, -0.04], [0.00, 0.01, 0.03], [0.05, 0.06, -0.02], [0.07, 0.03, -0.01], [0.02, -0.02, -0.06], [-0.03, -0.08, 0.09], [0.01, -0.01, -0.01], [0.01, -0.01, -0.01], [0.00, -0.01, 0.03], [0.00, 0.01, -0.08]], "total_charge": -2, "gap_ev": [5.2, 3.9], "homo_ev": [-2.614, -2.613], "spin_multiplicity": 2, "relative_energy_kj_mol": 62.7}